4 unconnected molecules or ions with the total composition C27H37BClN4O8P2 in a non-equilibrium geometry. Source: OMol25; level of theory: the ωB97M-V functional and the def2-TZVPD basis.

Positions of all 80 atoms, in Å:
C: -0.365 -1.859 5.911
C: 0.371 -1.441 4.468
Cl: 1.705 -2.649 4.032
C: -0.694 -1.095 3.280
B: -0.960 -2.272 2.173
C: 0.196 -2.329 0.958
C: -0.461 -2.510 -0.542
O: -0.835 -3.755 -0.889
N: -0.547 -1.281 -1.420
C: 0.862 -0.976 -1.879
C: -1.520 -1.445 -2.566
P: -1.365 -4.005 2.901
O: -0.205 -5.041 2.476
P: -2.588 -1.728 1.234
C: -4.145 -2.207 2.293
C: -2.675 0.216 1.204
H: 0.491 -1.712 6.731
H: -1.234 -1.114 6.203
H: -0.663 -2.989 5.962
H: 0.930 -0.416 4.721
H: -0.357 -0.085 2.746
H: -1.728 -0.842 3.813
H: 0.749 -1.275 0.982
H: 1.035 -3.123 1.213
H: 1.502 -0.526 -0.978
H: 1.432 -1.902 -2.351
H: 0.832 -0.132 -2.723
H: -0.924 -1.605 -3.563
H: -2.365 -2.249 -2.376
H: -2.087 -0.402 -2.680
H: -1.649 -4.017 4.313
H: -2.573 -4.523 2.246
H: -4.624 -3.180 1.838
H: -3.870 -2.385 3.423
H: -4.895 -1.286 2.193
H: -2.605 0.682 2.295
H: -1.907 0.697 0.464
H: -3.774 0.479 0.825
C: 1.513 4.369 -6.908
C: 1.135 3.026 -6.924
C: 0.541 2.453 -5.798
C: 0.325 3.239 -4.658
C: 0.711 4.586 -4.637
C: 1.307 5.147 -5.768
N: -0.322 2.649 -3.480
O: -0.631 1.449 -3.531
O: -0.526 3.385 -2.504
H: 1.971 4.813 -7.791
H: 1.301 2.425 -7.816
H: 0.252 1.404 -5.826
H: 0.554 5.206 -3.757
H: 1.607 6.193 -5.762
C: 4.021 -3.612 1.119
C: 5.359 -3.264 1.310
C: 6.291 -3.482 0.294
C: 5.869 -4.048 -0.918
C: 4.527 -4.405 -1.109
C: 3.605 -4.185 -0.084
N: 6.838 -4.256 -2.000
O: 8.019 -3.944 -1.785
O: 6.420 -4.727 -3.067
H: 3.297 -3.435 1.913
H: 5.676 -2.820 2.251
H: 7.330 -3.205 0.458
H: 4.187 -4.849 -2.042
H: 2.561 -4.456 -0.224
C: -2.199 5.818 -0.103
C: -2.577 4.474 -0.119
C: -3.171 3.901 1.007
C: -3.387 4.688 2.147
C: -3.001 6.035 2.169
C: -2.405 6.596 1.037
N: -4.034 4.097 3.325
O: -4.343 2.898 3.274
O: -4.238 4.833 4.301
H: -1.741 6.262 -0.986
H: -2.411 3.874 -1.011
H: -3.460 2.853 0.979
H: -3.158 6.655 3.048
H: -2.105 7.641 1.043

The value obtained for the total energy is -3039.3573 hartree. The total charge is -1. The HOMO energy comes out at -0.150 Eh. Its spin multiplicity is 1.

***

A molecular structure, C27H37Br42N2O3 in a non-equilibrium geometry. Source: OMol25; level of theory: the ωB97M-V functional and the def2-TZVPD basis.

Positions of all 111 atoms, in Å:
O: 10.104 -5.108 1.283
C: 9.489 -5.633 0.042
C: 8.484 -4.410 -0.499
C: 7.216 -5.161 -1.215
N: 6.098 -4.239 -1.668
O: 6.390 -3.707 -2.898
C: 5.789 -3.101 -0.721
C: 4.366 -2.333 -0.990
C: 3.063 -3.321 -1.107
N: 1.729 -2.632 -0.924
C: 1.025 -3.286 0.283
C: 0.248 -4.612 -0.337
C: 0.976 -5.991 -0.845
C: 0.162 -7.284 -1.466
C: -1.479 -7.160 -1.616
C: -2.229 -5.795 -1.104
C: -1.397 -4.541 -0.455
O: -2.156 -3.344 0.023
H: 10.969 -5.592 1.460
H: 10.256 -5.986 -0.768
H: 8.741 -6.494 0.391
H: 8.224 -3.783 0.454
H: 9.080 -3.828 -1.323
H: 7.647 -5.670 -2.205
H: 6.760 -6.052 -0.584
H: 5.260 -4.870 -1.849
H: 6.031 -4.416 -3.538
H: 6.642 -2.281 -0.873
H: 5.881 -3.432 0.414
H: 4.422 -1.565 -1.901
H: 4.175 -1.645 -0.034
H: 3.085 -3.792 -2.197
H: 3.203 -4.222 -0.361
H: 1.943 -1.628 -0.719
H: 1.780 -3.542 1.144
H: 0.228 -2.479 0.647
H: 2.155 -6.102 -0.773
H: 0.680 -8.286 -1.806
H: -2.132 -8.015 -2.078
H: -3.401 -5.681 -1.189
H: -2.346 -3.584 0.997
C: -4.725 -0.621 -0.644
Br: -3.825 0.229 -2.145
Br: -5.079 0.638 0.795
Br: -6.338 -1.554 -1.202
H: -4.040 -1.377 -0.247
C: -2.562 0.811 -6.235
Br: -1.662 1.661 -7.736
Br: -2.915 2.071 -4.796
Br: -4.175 -0.122 -6.793
H: -1.877 0.056 -5.838
C: -7.435 3.911 0.876
Br: -9.212 4.611 0.507
Br: -6.053 4.924 -0.046
Br: -7.088 3.787 2.786
H: -7.403 2.892 0.478
C: 2.354 1.898 0.278
Br: 1.821 0.870 -1.285
Br: 0.820 2.647 1.210
Br: 3.492 0.865 1.470
H: 2.952 2.742 -0.084
C: -2.334 6.314 0.061
Br: -1.610 5.367 -1.477
Br: -1.780 5.500 1.739
Br: -1.914 8.213 0.005
H: -3.424 6.226 0.007
C: -1.538 7.234 -4.884
Br: -0.771 8.921 -5.475
Br: -3.282 7.482 -4.057
Br: -1.598 5.923 -6.319
H: -0.873 6.833 -4.112
C: -7.609 8.310 2.102
Br: -9.386 9.009 1.733
Br: -6.227 9.322 1.179
Br: -7.262 8.186 4.012
H: -7.578 7.290 1.704
C: -5.491 -0.806 4.581
Br: -4.571 -1.726 3.135
Br: -4.481 -0.877 6.242
Br: -5.959 1.019 4.095
H: -6.430 -1.342 4.754
C: -4.008 -3.104 10.059
Br: -3.285 -4.051 8.521
Br: -3.454 -3.919 11.737
Br: -3.588 -1.206 10.003
H: -5.098 -3.193 10.005
C: 2.081 10.511 -2.696
Br: 3.765 9.539 -2.734
Br: 0.664 9.473 -1.860
Br: 2.275 12.263 -1.874
H: 1.784 10.677 -3.737
C: 10.890 -0.797 -1.000
Br: 11.790 0.053 -2.500
Br: 10.536 0.463 0.440
Br: 9.277 -1.730 -1.557
H: 11.575 -1.553 -0.602
C: -6.681 -6.174 7.609
Br: -5.105 -7.312 7.527
Br: -7.070 -5.608 9.429
Br: -6.546 -4.661 6.394
H: -7.530 -6.779 7.274
C: 0.390 5.269 5.433
Br: 1.290 6.118 3.933
Br: 0.036 6.528 6.873
Br: -1.223 4.336 4.876
H: 1.075 4.513 5.831
C: -4.710 3.438 -9.326
Br: -3.810 4.287 -10.827
Br: -5.064 4.697 -7.886
Br: -6.323 2.504 -9.884
H: -4.025 2.682 -8.928

The value obtained for the total energy is -109493.9130 hartree. The total charge is +1. The HOMO energy comes out at -0.386 Eh. Its spin multiplicity is 1.

***

Copy entry 1 word for word.
4 unconnected molecules or ions with the total composition C27H37BClN4O8P2 in a non-equilibrium geometry. Source: OMol25; level of theory: the ωB97M-V functional and the def2-TZVPD basis.

Positions of all 80 atoms, in Å:
C: -0.365 -1.859 5.911
C: 0.371 -1.441 4.468
Cl: 1.705 -2.649 4.032
C: -0.694 -1.095 3.280
B: -0.960 -2.272 2.173
C: 0.196 -2.329 0.958
C: -0.461 -2.510 -0.542
O: -0.835 -3.755 -0.889
N: -0.547 -1.281 -1.420
C: 0.862 -0.976 -1.879
C: -1.520 -1.445 -2.566
P: -1.365 -4.005 2.901
O: -0.205 -5.041 2.476
P: -2.588 -1.728 1.234
C: -4.145 -2.207 2.293
C: -2.675 0.216 1.204
H: 0.491 -1.712 6.731
H: -1.234 -1.114 6.203
H: -0.663 -2.989 5.962
H: 0.930 -0.416 4.721
H: -0.357 -0.085 2.746
H: -1.728 -0.842 3.813
H: 0.749 -1.275 0.982
H: 1.035 -3.123 1.213
H: 1.502 -0.526 -0.978
H: 1.432 -1.902 -2.351
H: 0.832 -0.132 -2.723
H: -0.924 -1.605 -3.563
H: -2.365 -2.249 -2.376
H: -2.087 -0.402 -2.680
H: -1.649 -4.017 4.313
H: -2.573 -4.523 2.246
H: -4.624 -3.180 1.838
H: -3.870 -2.385 3.423
H: -4.895 -1.286 2.193
H: -2.605 0.682 2.295
H: -1.907 0.697 0.464
H: -3.774 0.479 0.825
C: 1.513 4.369 -6.908
C: 1.135 3.026 -6.924
C: 0.541 2.453 -5.798
C: 0.325 3.239 -4.658
C: 0.711 4.586 -4.637
C: 1.307 5.147 -5.768
N: -0.322 2.649 -3.480
O: -0.631 1.449 -3.531
O: -0.526 3.385 -2.504
H: 1.971 4.813 -7.791
H: 1.301 2.425 -7.816
H: 0.252 1.404 -5.826
H: 0.554 5.206 -3.757
H: 1.607 6.193 -5.762
C: 4.021 -3.612 1.119
C: 5.359 -3.264 1.310
C: 6.291 -3.482 0.294
C: 5.869 -4.048 -0.918
C: 4.527 -4.405 -1.109
C: 3.605 -4.185 -0.084
N: 6.838 -4.256 -2.000
O: 8.019 -3.944 -1.785
O: 6.420 -4.727 -3.067
H: 3.297 -3.435 1.913
H: 5.676 -2.820 2.251
H: 7.330 -3.205 0.458
H: 4.187 -4.849 -2.042
H: 2.561 -4.456 -0.224
C: -2.199 5.818 -0.103
C: -2.577 4.474 -0.119
C: -3.171 3.901 1.007
C: -3.387 4.688 2.147
C: -3.001 6.035 2.169
C: -2.405 6.596 1.037
N: -4.034 4.097 3.325
O: -4.343 2.898 3.274
O: -4.238 4.833 4.301
H: -1.741 6.262 -0.986
H: -2.411 3.874 -1.011
H: -3.460 2.853 0.979
H: -3.158 6.655 3.048
H: -2.105 7.641 1.043

The value obtained for the total energy is -3039.3573 hartree. The total charge is -1. The HOMO energy comes out at -0.150 Eh. Its spin multiplicity is 1.